1.
ORCA calculation (ωB97M-V/def2-TZVPD) on a structure of composition C63H51ClFGeN3OP3STi.

The geometry in XYZ format:
```
126
C63H51ClFGeN3OP3STi, DFT ωB97M-V/def2-TZVPD
C 3.826 -1.132 2.021
C 4.585 -2.282 2.193
C 3.163 -3.216 -1.741
H -1.934 -5.450 -4.075
C -3.577 -0.887 -1.078
N 3.117 3.100 -0.724
C -3.384 3.012 -2.355
C 3.995 -3.450 2.653
C -4.728 2.730 -2.119
C -3.094 3.039 1.674
H -2.720 1.462 4.609
H 2.385 3.766 -0.906
H -5.093 2.685 -1.101
C 1.284 -1.155 -3.798
H -1.865 3.177 -3.868
C 3.223 -4.468 -2.346
C -0.415 -1.016 -0.980
H -1.503 -3.266 3.813
H -0.040 -2.013 0.822
C -1.704 1.094 4.605
C -1.086 0.813 5.808
C -1.215 -6.065 -3.546
H -3.058 -0.272 -3.028
H 4.968 3.043 4.143
H 2.162 -4.357 3.317
C 1.887 -2.302 2.799
H -4.628 -0.787 -1.334
H -4.217 5.322 -0.618
C -0.916 -7.332 -4.021
C 2.860 1.812 -1.064
C -1.071 0.883 3.372
C 4.441 -5.100 -2.519
P 1.366 0.286 1.891
H 5.641 -2.269 1.946
C -0.943 -3.477 -0.378
C -0.606 -5.538 -2.395
C -1.969 5.707 -2.475
C 2.280 1.780 2.503
H 0.800 -0.368 -4.370
C -3.315 -1.217 0.254
Ge -2.313 1.132 1.791
H -6.637 2.268 -2.975
N 3.647 0.911 -0.545
C 0.241 0.360 3.381
C -0.987 -4.260 2.016
C -1.265 -0.499 -1.915
H 0.248 -9.117 -3.723
C -0.947 -4.444 0.633
C -4.598 4.663 2.671
H 4.585 -4.352 2.766
C -4.776 5.287 1.443
C -2.918 3.007 -3.672
C -0.060 6.731 -0.755
C 4.016 3.031 3.625
C -1.552 4.929 -1.397
S 1.577 1.525 -2.215
H -3.410 2.770 -5.743
H -5.443 6.136 1.354
C -2.119 -1.703 0.838
C -3.247 3.712 0.435
Cl 3.065 -0.982 -4.112
H 3.659 3.239 0.116
C -1.428 6.967 -2.701
H -1.763 7.545 -3.554
P -1.001 -3.778 -2.099
C 5.626 -4.492 -2.105
H -0.767 -5.142 2.612
N 3.355 -0.383 -0.964
H 0.687 7.123 -0.076
C -3.786 2.766 -4.727
H -4.171 -1.213 0.918
H -5.807 2.327 -5.306
H 6.489 -2.700 -1.305
C 2.463 -1.125 2.323
H -0.039 8.460 -2.034
C 0.846 0.075 4.614
H 5.338 -0.719 -0.757
H -2.765 -1.477 2.862
C -0.602 5.473 -0.537
H 1.388 -8.217 -1.715
C -2.670 -0.592 -2.069
H 0.689 0.050 6.746
C 2.094 4.177 2.778
C -4.095 4.823 0.337
C 4.359 -2.553 -1.410
O 1.998 -2.622 -1.498
H 4.020 0.907 3.420
C -3.785 3.552 2.780
H -3.694 3.061 3.740
C -5.595 2.489 -3.176
H 4.465 -6.076 -2.987
C 3.328 4.215 3.414
C 0.645 -7.619 -2.231
C -1.463 -3.151 2.733
P -2.193 3.229 -0.980
H -0.812 0.121 -2.690
H -2.732 5.335 -3.147
Ti 1.484 -0.911 -1.725
C -2.124 -2.053 2.202
C 0.356 -6.342 -1.768
C 5.574 -3.218 -1.574
C 4.373 -1.161 -0.996
H -0.307 4.911 0.326
H 1.857 -0.311 4.637
H 0.931 -5.951 -0.939
H 0.992 -2.134 -4.169
H -1.405 -7.704 -4.914
F -3.742 0.679 2.813
C -0.841 -2.023 0.076
H -1.607 0.995 6.741
H 4.295 -0.236 1.633
C -0.466 7.482 -1.851
C 0.195 0.288 5.811
H -5.111 5.044 3.547
H 3.737 5.157 3.758
C 2.641 -3.454 2.959
H 0.623 2.928 1.841
C 0.008 -8.127 -3.355
H 0.833 -2.324 3.044
C -5.130 2.515 -4.482
H 6.575 -4.997 -2.224
H 1.523 5.087 2.642
H -0.931 -5.479 0.320
C 1.590 2.969 2.323
C 3.488 1.820 3.191
H 2.298 -4.928 -2.679
```

2S+1: 3
Orbital gap (spin up / spin down) (eV): 4.75 / 5.00
Total charge: -1

***

2.
ORCA calculation (ωB97M-V/def2-TZVPD) on an isolated molecule of C7H12N2OS2.

The geometry in XYZ format:
```
24
C7H12N2OS2, DFT ωB97M-V/def2-TZVPD
H -2.746 1.582 -0.377
H -3.161 -0.885 -0.868
N 1.973 1.906 1.013
H -1.550 -1.293 -1.580
C -0.021 0.549 -0.596
O 0.182 1.648 -1.098
H 3.586 2.338 0.036
H -1.244 -0.535 0.723
H 3.060 -1.611 1.367
H -2.987 0.858 1.062
H 2.296 -3.191 1.260
H 1.899 2.767 -0.874
C -1.334 0.103 -0.048
C 1.198 -0.306 -0.526
H -2.479 0.288 -1.910
C -2.294 1.222 0.431
S 0.944 -1.934 0.033
S 2.682 0.394 -1.081
C 2.647 2.048 -0.193
H -1.669 1.996 0.943
C -2.154 -0.583 -1.133
N 1.234 1.169 1.463
H 3.290 -2.595 -0.200
C 2.571 -2.353 0.735
```

Orbital gap (spin up / spin down) (eV): 6.97 / 7.56
Energy relative to the best compared isomer or geometry (same formula, charge and spin) (eV): 4.9247

***

3.
ORCA calculation (ωB97M-V/def2-TZVPD) on an isolated molecule of C3H9ClOSi.

The geometry in XYZ format:
```
15
C3H9ClOSi, DFT ωB97M-V/def2-TZVPD
C -0.339 -1.804 0.752
H -2.111 2.137 -0.219
H 0.419 -2.484 0.699
H 0.896 0.512 -1.692
H -0.818 -1.719 -0.162
H -0.481 1.502 -1.129
O -0.837 1.295 0.905
C -1.370 1.377 -0.442
H 1.723 -0.906 -1.085
H 0.975 0.512 2.138
H -0.973 -2.138 1.521
H -1.729 0.399 -0.778
C 1.437 0.107 -0.858
Cl 2.945 1.138 -0.700
Si 0.263 0.071 1.049
```

Structure (SMILES): CO[Si@@H](C)CCl
Orbital gap (eV): 10.06
Energy relative to the best compared isomer or geometry (same formula, charge and spin) (eV): 4.0998

***

4.
ORCA calculation (ωB97M-V/def2-TZVPD) on a structure of composition C23H47NO2S2Si2Sm.

The geometry in XYZ format:
```
78
C23H47NO2S2Si2Sm, DFT ωB97M-V/def2-TZVPD
H -1.043 3.496 -4.176
H -2.383 -1.439 -2.357
H -1.583 1.839 -4.372
H 4.842 2.469 -0.198
H 5.516 -0.577 -0.289
H 3.222 2.580 -0.874
H 3.983 -0.536 2.747
H -1.390 -3.539 -2.393
H -1.937 -1.968 0.733
O -0.395 -0.892 -2.077
C 4.284 0.361 2.216
H 0.918 0.842 0.062
H -0.952 -0.425 -4.844
C 1.953 0.691 -5.390
H -0.190 2.420 -5.270
H 0.196 -4.280 -2.277
H -5.062 0.730 2.638
C 3.787 2.311 0.015
S -0.237 2.636 2.451
O 0.676 0.713 -3.297
C -0.134 -1.249 7.743
H -3.291 1.954 -0.597
C -4.142 0.148 2.690
C -0.297 0.127 7.513
C -0.317 1.659 4.025
H 0.103 -2.354 4.503
H -1.645 -1.162 2.188
H -0.391 2.114 -2.240
C -4.549 -0.718 -0.141
H -4.304 -0.539 -1.187
H 1.361 -0.956 0.602
C -0.391 -3.411 -1.979
C 4.456 -0.633 -0.530
H -0.109 -1.623 8.758
H -4.606 -1.794 0.015
H 4.137 -1.663 -0.378
H 4.086 1.226 2.843
H -3.505 0.617 3.433
C -1.657 -0.754 -2.784
C -0.314 0.575 6.195
H 2.724 1.012 -3.406
Sm 0.037 0.066 1.666
H 5.365 0.314 2.101
H -2.019 0.250 -2.579
H -0.468 -3.430 -0.894
C -2.924 1.792 0.416
H 4.363 -0.410 -1.589
H 0.139 -3.201 6.853
H -0.395 0.821 8.338
H -1.851 1.968 0.404
H 2.186 -0.619 -3.713
H 1.115 0.200 -5.882
H -4.402 -0.847 3.047
C -1.728 -0.975 1.127
C 0.280 -2.113 -2.469
C -0.014 -1.672 5.335
C -0.700 2.471 -4.311
H 0.380 0.062 -2.549
C 1.943 0.427 -3.885
C 0.007 -2.144 6.661
C -1.718 -0.988 -4.315
H -1.597 -2.039 -4.574
Si 3.463 0.544 0.543
S -0.452 2.172 5.628
H -2.682 -0.670 -4.711
H 0.417 -2.152 -3.548
H -5.545 -0.309 0.024
H 1.032 2.752 -3.028
C -0.178 -0.305 5.125
C 1.616 0.069 0.364
N -0.188 0.314 3.927
H -3.378 2.547 1.055
Si -3.310 0.072 1.020
H 2.872 0.317 -5.840
H 1.902 1.757 -5.602
H 3.505 3.005 0.804
H 1.306 -2.109 -2.112
C 0.203 2.053 -3.148
```

2S+1: 6
Orbital gap (spin up / spin down) (eV): 7.80 / 7.85
Energy relative to the best compared isomer or geometry (same formula, charge and spin) (eV): 4.2964
Total charge: +1